No. 1
Molecular formula: C19H12BF7O
Method: DFT, wB97M-V/def2-TZVPD

```
40
Properties=species:S:1:pos:R:3:mulliken_charge:R:1
F -3.393 3.730 -0.959 -0.318
C -3.323 2.359 -0.914 0.416
C -4.490 1.622 -1.068 -0.853
C -4.355 0.234 -1.018 0.455
F -5.495 -0.534 -1.055 -0.322
C -3.128 -0.399 -0.840 -0.633
C -2.006 0.389 -0.578 -0.275
C -0.725 -0.291 -0.099 1.656
C 0.560 0.451 -0.363 -1.437
C 1.743 -0.201 -0.424 0.191
C 3.011 0.419 -0.724 0.542
C 4.173 -0.372 -0.891 -0.826
C 5.395 0.251 -1.092 0.493
F 6.528 -0.522 -1.225 -0.315
C 5.540 1.644 -1.160 -0.762
C 4.368 2.394 -1.048 0.506
F 4.461 3.766 -1.128 -0.318
C 3.114 1.827 -0.849 -0.949
C -2.080 1.774 -0.652 -0.882
H -5.457 2.097 -1.228 0.472
H -3.050 -1.488 -0.830 0.599
H -0.652 -1.256 -0.627 0.590
H 0.514 1.526 -0.522 -0.228
H 1.771 -1.272 -0.218 0.357
H 4.089 -1.461 -0.855 0.470
H 6.509 2.115 -1.284 0.463
H 2.230 2.456 -0.774 0.496
H -1.207 2.390 -0.448 0.418
F -0.239 -4.233 2.324 -0.357
B 0.000 -3.305 1.320 0.375
F 1.304 -2.785 1.342 -0.329
F -0.410 -3.693 0.041 -0.354
C -1.044 -2.072 1.733 0.144
C -0.844 -0.626 1.377 0.239
O -2.023 0.046 1.962 -0.397
C -2.781 -0.880 2.546 -0.277
C -2.230 -2.170 2.440 -0.652
H 0.025 -0.238 1.925 0.617
H -3.732 -0.622 3.014 0.484
H -2.674 -3.072 2.849 0.499
```

HOMO	-9.1	eV
HOMO-LUMO gap	7.20	eV
2S+1	1
lowest unoccupied orbital energy	-1.87	eV
electronic energy	-41646.4499	eV

No. 2
Molecular formula: C4H9NO2
Method: DFT, wB97M-V/def2-TZVPD

```
16
Properties=species:S:1:pos:R:3:mulliken_charge:R:1
C -2.456 0.024 -0.237 -1.270
C -0.989 0.439 -0.205 -0.186
C -0.218 -0.236 0.920 -0.485
O 1.163 0.147 0.864 -0.408
C 1.871 -0.429 -0.133 0.662
N 3.096 0.167 -0.241 -0.453
O 1.490 -1.355 -0.817 -0.589
H -2.985 0.292 0.685 0.323
H -2.969 0.514 -1.069 0.341
H -2.557 -1.057 -0.384 0.334
H -0.509 0.159 -1.152 0.287
H -0.898 1.528 -0.084 0.264
H -0.562 0.087 1.908 0.350
H -0.293 -1.326 0.860 0.345
H 3.597 -0.032 -1.092 0.254
H 3.219 1.077 0.176 0.231
```

HOMO	-10.4	eV
SMILES	CCCOC(N)=O
HOMO-LUMO gap	11.35	eV
2S+1	1
lowest unoccupied orbital energy	0.95	eV
energy relative to the best compared isomer or geometry (same formula, charge and spin)	15.97	kJ/mol
electronic energy	-9879.8951	eV

No. 3
Molecular formula: C28H27Br2N5O5SSn
Method: DFT, wB97M-V/def2-TZVPD

```
69
Properties=species:S:1:pos:R:3:mulliken_charge:R:1
Sn 10.121 -20.057 -5.893 1.409
Br 11.101 -19.876 -9.445 -0.056
C 10.276 -18.248 -10.234 -0.524
Br 10.572 -16.423 -9.449 -0.121
H 9.215 -18.273 -10.241 0.296
H 10.681 -18.148 -11.225 0.523
N 6.806 -23.929 -1.092 -0.315
C 7.575 -23.115 -1.431 -0.259
C 8.198 -21.926 -1.884 0.373
C 8.244 -20.816 -1.024 -0.160
C 8.562 -19.578 -1.526 -0.833
C 8.785 -19.430 -2.876 -0.014
N 8.830 -20.474 -3.665 -0.233
C 8.591 -21.774 -3.198 -0.354
H 7.978 -20.894 0.037 0.472
H 8.562 -18.762 -0.827 0.447
H 8.976 -18.459 -3.367 0.481
H 8.531 -22.540 -3.934 0.650
C 9.641 -24.243 -6.652 -1.182
C 10.248 -22.901 -6.194 0.780
O 11.257 -22.840 -5.492 -0.515
O 9.491 -21.879 -6.668 -0.432
H 9.896 -24.631 -7.663 0.352
H 8.535 -24.214 -6.613 0.320
H 10.078 -24.971 -5.996 0.376
O 7.631 -19.586 -9.470 -0.627
C 7.338 -19.042 -8.410 -0.405
N 8.065 -19.093 -7.251 0.339
C 7.589 -18.046 -6.478 0.364
O 8.158 -17.477 -5.526 -0.617
C 6.243 -17.607 -7.007 0.367
C 5.224 -16.824 -6.441 -0.584
C 3.993 -16.784 -7.168 -0.538
C 3.905 -17.316 -8.497 -0.555
C 5.032 -17.955 -9.059 -0.365
C 6.138 -18.165 -8.241 0.609
H 5.321 -16.268 -5.522 0.498
H 3.172 -16.273 -6.674 0.408
H 2.965 -17.275 -9.033 0.430
H 4.961 -18.300 -10.124 0.424
C 16.412 -17.459 -3.596 -1.060
C 15.093 -16.661 -3.537 -0.620
C 13.962 -17.523 -4.036 -0.773
N 13.948 -17.510 -5.488 0.024
C 13.601 -18.561 -6.230 0.072
S 12.976 -19.978 -5.534 -0.199
N 13.761 -18.402 -7.627 0.141
C 14.184 -17.266 -8.269 0.319
O 14.536 -16.224 -7.644 -0.748
C 14.352 -17.437 -9.727 0.714
C 14.556 -18.636 -10.414 -0.067
C 14.829 -18.680 -11.756 -0.690
C 14.908 -17.517 -12.537 -0.493
C 14.727 -16.330 -11.927 -0.613
C 14.359 -16.276 -10.530 -0.394
H 17.317 -16.819 -3.463 0.335
H 16.493 -18.052 -4.537 0.248
H 16.456 -18.240 -2.848 0.348
H 15.148 -15.736 -4.097 0.369
H 14.836 -16.336 -2.489 0.350
H 12.958 -17.257 -3.663 0.320
H 14.120 -18.546 -3.659 0.509
H 14.316 -16.730 -6.120 0.523
H 13.498 -19.216 -8.180 0.155
H 14.748 -19.551 -9.847 0.372
H 14.917 -19.721 -12.119 0.365
H 15.241 -17.510 -13.565 0.430
H 14.822 -15.441 -12.496 0.451
H 14.206 -15.283 -10.081 0.385
```

net charge	+2
HOMO (spin up / spin down)	-14.1 / -14.1	eV
HOMO-LUMO gap (spin up / spin down)	3.45 / 3.45	eV
2S+1	1
lowest unoccupied orbital energy (spin up / spin down)	-10.61 / -10.61	eV
energy relative to the best compared isomer or geometry (same formula, charge and spin)	194.59	kJ/mol
electronic energy	-203896.0445	eV

No. 4
Molecular formula: C16H15BrClF19O8S2
Method: DFT, wB97M-V/def2-TZVPD

```
62
Properties=species:S:1:pos:R:3:mulliken_charge:R:1
C 2.717 3.154 2.856 -1.112
C 3.264 3.594 1.493 0.063
Br 4.384 5.178 1.794 -0.128
C 4.094 2.467 0.889 -1.651
C 4.318 2.578 -0.610 1.433
Cl 6.077 2.181 -0.881 -0.151
O 4.119 3.879 -1.148 -0.205
S 3.713 3.775 -2.692 0.946
O 2.917 4.853 -3.113 -0.541
O 4.797 3.410 -3.516 -0.489
O 2.751 2.489 -2.433 -0.333
C 3.540 1.656 -1.601 -0.691
S 2.749 0.138 -1.072 1.181
O 2.523 -0.621 -2.259 -0.648
O 3.511 -0.549 -0.088 -0.625
C 1.031 0.513 -0.454 0.645
F 0.396 -0.668 -0.439 -0.172
F 1.097 0.958 0.797 -0.223
F 0.372 1.338 -1.264 -0.203
H 1.687 2.823 2.788 0.121
H 3.323 2.322 3.200 0.371
H 2.836 3.920 3.604 0.451
H 2.473 3.915 0.828 0.430
H 3.653 1.521 1.180 0.405
H 5.065 2.507 1.359 0.579
H 4.312 1.251 -2.254 0.558
C -1.712 -3.742 -1.325 -0.884
C -0.722 -3.882 -0.150 0.946
C 0.778 -3.930 -0.473 0.393
F 1.096 -5.000 -1.219 -0.248
F 1.467 -4.020 0.690 -0.261
F -1.072 -4.938 0.609 -0.284
F -0.896 -2.764 0.623 -0.262
O -2.375 -4.906 -1.802 -0.419
C -1.835 -5.729 -2.769 0.829
C -1.597 -7.148 -2.241 0.191
F -0.748 -7.138 -1.198 -0.215
F -1.050 -7.899 -3.223 -0.253
F -0.727 -5.200 -3.317 -0.286
F -2.751 -5.827 -3.758 -0.304
H -2.525 -3.139 -0.923 0.412
H -1.288 -3.157 -2.142 0.408
H 1.095 -3.022 -0.994 0.018
H -2.541 -7.595 -1.923 0.234
C -2.235 2.029 1.206 -0.715
C -2.323 1.574 2.677 0.907
C -2.801 0.146 2.968 0.286
F -4.062 -0.058 2.547 -0.223
F -2.778 -0.054 4.305 -0.275
F -3.061 2.460 3.375 -0.284
F -1.049 1.646 3.167 -0.282
O -3.296 2.814 0.683 -0.424
C -4.434 2.252 0.142 0.800
C -5.693 2.644 0.923 0.162
F -5.612 2.238 2.202 -0.219
F -6.764 2.046 0.357 -0.256
F -4.316 0.918 0.007 -0.275
F -4.568 2.759 -1.103 -0.300
H -1.380 2.703 1.172 0.402
H -1.978 1.200 0.546 0.316
H -2.141 -0.588 2.495 0.113
H -5.827 3.728 0.902 0.242
```

HOMO	-10.8	eV
HOMO-LUMO gap	10.66	eV
2S+1	1
lowest unoccupied orbital energy	-0.13	eV
electronic energy	-189080.4690	eV

No. 5
Molecular formula: C42H42O3P2Sn
Method: DFT, wB97M-V/def2-TZVPD

```
90
Properties=species:S:1:pos:R:3:mulliken_charge:R:1
Sn -1.913 -1.272 0.045 1.164
C 2.667 3.735 3.820 -0.556
C 2.344 3.760 2.525 0.024
C 3.208 3.562 1.321 -1.144
C 3.476 2.074 0.985 0.524
C 3.982 1.184 2.084 -0.500
C 4.691 1.538 3.161 -0.356
C 5.078 2.936 3.569 -0.849
C 4.041 3.703 4.407 -0.816
C -2.046 -3.017 1.372 -1.503
H 1.879 3.827 4.571 0.431
H 1.305 3.972 2.260 0.305
H 4.158 4.104 1.409 0.567
H 2.686 3.996 0.445 0.547
H 2.525 1.647 0.633 -0.553
H 4.173 2.043 0.128 0.405
H 3.764 0.120 1.911 0.398
H 5.025 0.742 3.842 0.354
H 5.307 3.549 2.690 0.298
H 5.997 2.844 4.169 0.414
H 3.998 3.308 5.435 0.346
H 4.393 4.742 4.526 0.347
H -2.754 -2.797 2.182 0.547
H -1.060 -3.276 1.770 0.449
H -2.439 -3.858 0.788 0.521
P -2.111 0.405 -1.826 0.860
P -0.887 -2.762 -1.861 0.700
C -0.591 -0.098 -2.648 -1.017
C -0.303 -1.399 -2.877 -1.047
C -3.281 0.540 -3.247 0.453
C -2.842 1.056 -4.477 -0.228
C -3.759 1.309 -5.502 -0.720
C -5.106 0.982 -5.322 -0.453
C -5.524 0.349 -4.147 -0.789
C -4.609 0.092 -3.124 -0.315
C -1.802 2.138 -1.317 0.431
C -0.580 2.426 -0.694 -0.222
C -0.293 3.720 -0.261 -0.179
C -1.272 4.714 -0.360 -0.683
C -2.532 4.402 -0.887 -0.678
C -2.794 3.127 -1.401 -0.710
C -1.453 -3.965 -3.134 0.522
C -2.312 -3.529 -4.169 -0.334
C -2.364 -4.242 -5.367 -0.626
C -1.614 -5.419 -5.514 -0.498
C -0.891 -5.932 -4.431 -0.602
C -0.854 -5.233 -3.223 -0.459
C 0.669 -3.397 -1.139 0.736
C 0.570 -4.326 -0.091 -0.444
C 1.720 -4.880 0.455 -1.117
C 2.968 -4.550 -0.084 -0.544
C 3.071 -3.582 -1.092 -0.755
C 1.924 -2.953 -1.576 -0.393
H 0.015 0.710 -3.069 0.882
H 0.301 -1.746 -3.725 0.896
H -1.783 1.269 -4.630 0.423
H -3.422 1.767 -6.431 0.444
H -5.831 1.208 -6.101 0.425
H -6.567 0.063 -4.016 0.435
H -4.908 -0.437 -2.215 0.424
H 0.135 1.618 -0.536 0.196
H 0.689 3.930 0.164 0.264
H -1.048 5.719 0.004 0.446
H -3.328 5.147 -0.884 0.419
H -3.764 2.890 -1.844 0.388
H -2.891 -2.610 -4.042 0.362
H -2.974 -3.876 -6.195 0.420
H -1.608 -5.945 -6.469 0.410
H -0.339 -6.870 -4.527 0.413
H -0.321 -5.638 -2.362 0.422
H -0.408 -4.593 0.311 0.793
H 1.624 -5.581 1.286 0.470
H 3.858 -5.061 0.276 0.450
H 4.042 -3.326 -1.510 0.449
H 1.992 -2.134 -2.294 0.485
O 1.969 -0.314 4.194 -0.622
C 0.895 0.384 4.604 0.663
C 0.958 0.921 5.907 -0.601
C -0.162 1.531 6.464 -0.390
C -1.337 1.657 5.706 -0.710
C -1.380 1.174 4.383 -0.456
C -0.273 0.562 3.782 -0.170
C -0.254 0.063 2.364 1.489
O -1.338 0.213 1.665 -0.882
O 0.795 -0.476 1.912 -0.727
H 1.757 -0.539 3.234 0.217
H 1.882 0.813 6.477 0.485
H -0.077 1.984 7.452 0.405
H -2.221 2.149 6.129 0.403
H -2.307 1.215 3.803 0.332
```

net charge	+2
HOMO	-12.0	eV
HOMO-LUMO gap	4.18	eV
2S+1	1
lowest unoccupied orbital energy	-7.80	eV
electronic energy	-74769.0203	eV

No. 6
Molecular formula: C5H8N2S
Method: DFT, wB97M-V/def2-TZVPD

```
16
Properties=species:S:1:pos:R:3:mulliken_charge:R:1
C 0.646 0.085 2.229 -1.020
C 1.303 -0.700 1.020 0.140
C 0.395 -1.872 0.720 -0.134
N -0.676 -1.811 -0.030 -0.605
N -1.055 -0.383 -0.196 -0.016
C -0.271 0.546 -0.658 0.172
S -0.900 1.706 -1.601 -0.379
C 1.291 0.270 -0.237 -0.566
H 1.056 -0.306 3.267 0.317
H 1.154 1.132 2.311 0.272
H -0.547 0.254 2.136 0.267
H 2.320 -1.067 1.409 0.361
H 0.786 -2.804 1.208 0.348
H -2.089 -0.335 -0.568 0.326
H 1.908 -0.080 -1.229 0.262
H 1.743 1.288 0.222 0.255
```

HOMO	-8.4	eV
SMILES	C[C@H]1C=NNC(=S)C1
HOMO-LUMO gap	8.76	eV
2S+1	1
lowest unoccupied orbital energy	0.33	eV
energy relative to the best compared isomer or geometry (same formula, charge and spin)	318.09	kJ/mol
electronic energy	-19127.1245	eV

No. 7
Molecular formula: C4H9NO
Method: DFT, wB97M-V/def2-TZVPD

```
15
Properties=species:S:1:pos:R:3:mulliken_charge:R:1
C 1.206 -0.217 -1.092 -0.492
C 0.221 -0.325 0.060 0.633
C 1.583 0.136 0.260 -0.630
C -0.433 -1.554 0.635 -1.485
N -0.927 2.371 0.095 -0.229
O 0.325 2.638 0.168 -0.334
H 1.510 -1.087 -1.479 0.331
H 0.951 0.507 -1.855 0.208
H -0.412 0.601 -0.111 0.169
H 2.398 0.019 0.934 0.330
H 0.305 -2.323 0.693 0.346
H -1.398 -1.886 0.250 0.338
H -0.625 -1.398 1.631 0.396
H -1.467 2.515 0.878 0.205
H -1.268 2.730 -0.745 0.214
```

HOMO (spin up / spin down)	-7.5 / -9.1	eV
HOMO-LUMO gap (spin up / spin down)	7.71 / 9.88	eV
2S+1	1
lowest unoccupied orbital energy (spin up / spin down)	0.17 / 0.74	eV
energy relative to the best compared isomer or geometry (same formula, charge and spin)	708.78	kJ/mol
electronic energy	-7824.9739	eV

No. 8
Molecular formula: FH2NS
Method: DFT, wB97M-V/def2-TZVPD

```
5
Properties=species:S:1:pos:R:3:mulliken_charge:R:1
F 2.059 0.213 0.259 -0.217
N 0.924 0.312 -0.675 -0.171
S -0.215 1.342 0.076 -0.027
H 0.617 -0.683 -0.802 0.276
H -1.287 0.438 0.188 0.138
```

HOMO	-9.5	eV
SMILES	FNS
HOMO-LUMO gap	9.96	eV
2S+1	1
lowest unoccupied orbital energy	0.46	eV
energy relative to the best compared isomer or geometry (same formula, charge and spin)	14.38	kJ/mol
electronic energy	-15072.3448	eV

No. 9
Molecular formula: C8H16N3O6RhS
Method: DFT, wB97M-V/def2-TZVPD

```
35
Properties=species:S:1:pos:R:3:mulliken_charge:R:1
Rh -0.288 -0.784 -0.061 0.484
C -0.860 -0.740 4.209 -1.242
C -0.914 -0.431 2.744 0.150
N -0.485 -1.397 1.824 -0.074
O -0.040 -2.540 2.446 -0.581
C -1.304 0.742 2.193 0.511
C -1.813 1.930 2.936 -1.329
N -1.165 0.850 0.773 0.199
O -1.781 1.846 0.223 -0.690
H 0.083 -1.231 4.455 0.344
H -1.657 -1.421 4.524 0.237
H -0.943 0.177 4.793 0.354
H 0.865 -2.736 2.011 0.570
H -2.453 1.644 3.771 0.354
H -2.382 2.551 2.243 0.399
H -0.995 2.542 3.331 0.226
C -0.799 1.171 -3.774 -1.762
C 0.153 0.495 -2.785 2.049
C 0.994 1.555 -2.053 -1.687
C 1.085 -0.491 -3.514 -1.494
N -0.601 -0.264 -1.833 -0.544
H -0.245 1.757 -4.515 0.348
H -1.476 1.832 -3.234 0.328
H -1.394 0.419 -4.293 0.402
H 1.577 2.159 -2.760 0.442
H 1.669 1.062 -1.354 0.311
H 0.333 2.205 -1.480 0.334
H 1.719 0.039 -4.237 0.368
H 0.498 -1.240 -4.046 0.351
H 1.716 -1.008 -2.793 0.245
O 3.363 -2.452 -0.816 -0.723
S 2.236 -2.144 0.049 1.238
O 0.914 -2.469 -0.648 -0.672
O 2.127 -0.690 0.365 -0.621
O 2.263 -2.939 1.306 -0.824
```

net charge	-2
expectation value of S²	6.0263
HOMO (spin up / spin down)	0.3 / -0.9	eV
HOMO-LUMO gap (spin up / spin down)	5.22 / 6.38	eV
2S+1	5
lowest unoccupied orbital energy (spin up / spin down)	5.53 / 5.52	eV
energy relative to the best compared isomer or geometry (same formula, charge and spin)	19.56	kJ/mol
electronic energy	-39150.1536	eV

No. 10
Molecular formula: C3H6OS2
Method: DFT, wB97M-V/def2-TZVPD

```
12
Properties=species:S:1:pos:R:3:mulliken_charge:R:1
O -1.568 -0.806 2.096 -0.560
S -0.740 -1.044 0.995 0.541
S -1.041 -2.579 -0.093 -0.295
C -0.508 0.504 0.112 -0.285
C 0.902 0.853 -0.182 -0.398
C 0.083 0.441 -1.292 -0.457
H 0.640 -1.075 1.711 0.123
H -1.085 1.338 0.439 0.397
H 1.728 0.083 0.213 0.176
H 1.253 1.830 -0.030 0.286
H 0.094 1.010 -2.310 0.249
H 0.242 -0.555 -1.660 0.224
```

HOMO	-9.6	eV
SMILES	O=[S@@H](=S)C1CC1
HOMO-LUMO gap	9.86	eV
2S+1	1
lowest unoccupied orbital energy	0.23	eV
energy relative to the best compared isomer or geometry (same formula, charge and spin)	377.31	kJ/mol
electronic energy	-26922.5323	eV

No. 11
Molecular formula: C2H8N2O
Method: DFT, wB97M-V/def2-TZVPD

```
13
Properties=species:S:1:pos:R:3:mulliken_charge:R:1
H -1.848 -1.070 -1.552 0.207
N -1.282 -0.475 -0.961 -0.585
C -0.865 0.503 -1.683 -0.014
N 0.129 1.351 -1.354 -0.306
H -1.272 0.598 -2.694 0.281
H 0.679 1.101 -0.553 0.237
H 0.277 2.141 -1.945 0.194
C 0.963 -0.752 2.011 -0.595
O 0.083 0.086 1.326 -0.537
H 1.995 -0.395 1.918 0.228
H 0.978 -1.761 1.569 0.273
H 0.759 -0.889 3.085 0.240
H -0.597 -0.437 0.834 0.378
```

HOMO	-9.3	eV
SMILES	[H]/N=C/N.CO
HOMO-LUMO gap	10.27	eV
2S+1	1
lowest unoccupied orbital energy	0.97	eV
energy relative to the best compared isomer or geometry (same formula, charge and spin)	134.75	kJ/mol
electronic energy	-7230.9311	eV

No. 12
Molecular formula: C3H9N2
Method: DFT, wB97M-V/def2-TZVPD

```
14
Properties=species:S:1:pos:R:3:mulliken_charge:R:1
C 0.255 -1.822 -0.002 -1.182
C -0.005 -0.802 0.976 -0.289
N 0.025 0.703 0.612 -0.167
C -0.234 0.988 -0.667 0.266
N -0.150 2.265 -1.066 -0.314
H 1.147 -1.823 -0.499 0.403
H 0.315 -2.792 0.713 0.304
H -0.670 -1.981 -0.702 0.362
H -0.870 -0.901 1.721 0.333
H 0.866 -0.990 1.783 0.286
H 0.161 1.425 1.314 0.261
H -0.386 0.209 -1.500 0.281
H 0.147 3.077 -0.690 0.190
H -0.602 2.443 -1.993 0.266
```

net charge	+1
HOMO	-14.9	eV
SMILES	CCNC=[NH2+]
HOMO-LUMO gap	11.06	eV
2S+1	1
lowest unoccupied orbital energy	-3.86	eV
energy relative to the best compared isomer or geometry (same formula, charge and spin)	158.12	kJ/mol
electronic energy	-6229.4096	eV